No. 1
The following is a quantum chemistry calculation of C16H17LiN4O4S4 as an isolated structure, from OMol25.

* calculated total energy: -2740.3980 Ha
* total charge: -2
* HOMO level: -1.15 eV
* relative energy (zero: lowest compared OMol25 entry of this formula, charge and spin): 0.244 eV
* gap between HOMO and LUMO: 0.1992 Eh
* F_max: 0.4 eV Å⁻¹

Atoms and positions in Å:
Li1 2.13 -1.75 -1.84
S1 0.41 -3.45 -1.67
C1 -0.80 -2.79 -2.72
C2 -1.95 -3.62 -2.95
N1 -2.86 -4.30 -3.13
C3 -0.75 -1.56 -3.33
S2 0.54 -0.41 -3.15
C4 -1.85 -1.15 -4.15
N2 -2.73 -0.78 -4.80
C5 -2.13 1.52 -1.01
C6 -0.89 1.16 -0.20
C7 -0.88 -0.33 0.12
N3 0.40 -0.71 0.73
C8 0.61 -1.54 1.74
S3 2.06 -2.25 2.14
N4 -0.53 -1.85 2.55
C9 -1.37 -1.01 3.23
O1 -2.25 -1.46 3.94
C10 -1.14 0.47 3.16
C11 -2.26 1.29 3.06
C12 -2.12 2.67 3.02
C13 -0.85 3.23 3.11
C14 0.26 2.42 3.23
C15 0.13 1.04 3.25
H1 -2.17 2.58 -1.24
H2 -3.05 1.26 -0.47
H3 -2.14 0.97 -1.95
H4 -0.84 1.74 0.72
H5 0.00 1.38 -0.80
H6 -0.98 -0.91 -0.80
H7 -1.70 -0.60 0.78
H8 1.20 -0.51 0.14
H9 -0.54 -2.80 2.87
H10 -3.24 0.83 3.01
H11 -2.99 3.30 2.91
H12 -0.74 4.31 3.06
H13 1.25 2.86 3.30
H14 1.00 0.41 3.34
C16 4.18 0.63 -3.08
S4 4.29 -0.52 -1.74
O2 5.59 -0.33 -1.13
O3 3.14 -0.20 -0.88
O4 4.06 -1.84 -2.34
H15 4.24 1.64 -2.67
H16 3.23 0.49 -3.58
H17 5.01 0.46 -3.77

---

No. 2
The following is a quantum chemistry calculation of a 2-piece molecular cluster, C16H17N overall, from OMol25.

* calculated total energy: -674.5998 Ha
* total charge: 0
* HOMO level: -7.84 eV
* relative energy (zero: lowest compared OMol25 entry of this formula, charge and spin): 1.546 eV
* gap between HOMO and LUMO: 0.3214 Eh
* F_max: 3.6 eV Å⁻¹
* SMILES string: Cc1c[nH]c2ccccc12.Cc1ccccc1

Atoms and positions in Å:
C1 -0.88 2.38 -0.15
C2 -1.57 1.23 0.48
C3 -2.93 0.98 0.55
N1 -3.14 -0.21 1.24
C4 -1.93 -0.59 1.81
C5 -1.75 -1.61 2.78
C6 -0.51 -1.72 3.33
C7 0.53 -0.83 2.88
C8 0.34 0.16 1.97
C9 -0.99 0.35 1.45
H1 -1.61 3.16 -0.36
H2 -0.36 2.03 -1.06
H3 0.06 2.74 0.30
H4 -3.80 1.34 0.02
H5 -3.92 -0.44 1.83
H6 -2.59 -2.25 3.00
H7 -0.34 -2.33 4.20
H8 1.48 -1.17 3.29
H9 1.14 0.73 1.55
C10 3.19 1.14 -2.63
C11 2.09 0.13 -2.28
C12 0.85 0.08 -2.88
C13 -0.16 -0.79 -2.44
C14 -0.11 -1.54 -1.28
C15 1.14 -1.37 -0.62
C16 2.20 -0.61 -1.10
H10 3.03 1.31 -3.70
H11 4.14 0.60 -2.61
H12 3.17 1.96 -1.93
H13 0.68 0.80 -3.68
H14 -1.05 -0.83 -3.07
H15 -0.78 -2.11 -0.66
H16 1.32 -1.91 0.30
H17 3.09 -0.83 -0.51

---

No. 3
The following is a quantum chemistry calculation of a 2-piece molecular cluster, C16H17N overall, from OMol25.

* calculated total energy: -674.5636 Ha
* total charge: 0
* HOMO level: -7.89 eV
* relative energy (zero: lowest compared OMol25 entry of this formula, charge and spin): 2.531 eV
* gap between HOMO and LUMO: 0.3213 Eh
* F_max: 5.6 eV Å⁻¹
* SMILES string: Cc1c[nH]c2ccccc12.Cc1ccccc1

Atoms and positions in Å:
C1 2.38 3.62 -2.43
C2 2.29 2.95 -1.15
C3 3.21 2.06 -0.66
N1 2.75 1.55 0.60
C4 1.47 1.95 0.74
C5 0.41 1.51 1.64
C6 -0.81 2.18 1.53
C7 -1.01 3.22 0.57
C8 -0.04 3.57 -0.37
C9 1.19 2.87 -0.33
H1 3.24 3.04 -2.93
H2 2.61 4.73 -2.57
H3 1.42 3.49 -3.05
H4 4.23 1.89 -1.12
H5 3.38 1.17 1.34
H6 0.63 0.73 2.26
H7 -1.60 1.93 2.32
H8 -1.94 3.73 0.71
H9 -0.13 4.24 -1.19
C10 -2.49 -1.35 0.59
C11 -2.05 -2.81 0.18
C12 -1.78 -3.12 -1.17
C13 -1.28 -4.37 -1.38
C14 -1.06 -5.34 -0.33
C15 -1.34 -5.04 1.03
C16 -1.87 -3.73 1.29
H10 -1.81 -0.87 1.32
H11 -3.49 -1.21 1.13
H12 -2.67 -0.75 -0.34
H13 -1.89 -2.31 -1.88
H14 -0.93 -4.56 -2.26
H15 -0.57 -6.24 -0.67
H16 -1.13 -5.73 1.82
H17 -1.89 -3.32 2.40

---

- What is the formula in the third record?
  C16H17N

---

- Which value of gap between HOMO and LUMO does entry 2 give?
  0.3214 Eh